(1)
Molecular formula: C24H33BN11O2SW
Method: DFT, ωB97M-V/def2-TZVPD

```
73
Properties=species:S:1:pos:R:3
W -0.4731 -0.0172 0.5999
C -4.4683 -1.0370 0.8594
C -3.6408 -0.8899 -0.3675
C -4.1051 -1.1249 -1.6480
C -3.0739 -0.8202 -2.5230
C -3.0588 -0.9240 -4.0025
N -2.0337 -0.4074 -1.7883
N -2.3402 -0.4668 -0.4382
B -0.6761 0.1135 -2.2394
N -0.4907 1.5141 -1.5680
N -1.0284 1.7690 -0.3140
C -0.9954 3.1082 -0.1162
C -1.5788 3.7314 1.1005
C -0.4474 3.7052 -1.2369
C -0.1391 2.6806 -2.1321
C 0.4340 2.8046 -3.4944
N 0.3539 -0.9525 -1.7041
N -0.0039 -1.6928 -0.5835
C 0.7348 -2.8323 -0.5947
C 0.5607 -3.9029 0.4187
C 1.5470 -2.8191 -1.7166
C 1.3000 -1.6201 -2.3840
C 1.9191 -1.1227 -3.6351
H -5.4980 -1.2186 0.5604
H -4.1435 -1.8811 1.4667
H -4.4475 -0.1392 1.4732
H -5.0907 -1.4681 -1.9135
H -4.0103 -1.3188 -4.3480
H -2.9032 0.0502 -4.4684
H -2.2643 -1.5909 -4.3401
H -0.5861 0.2098 -3.4160
H -2.0208 2.9655 1.7328
H -0.8212 4.2947 1.6462
H -2.3592 4.4354 0.8104
H -0.3118 4.7613 -1.4016
H 0.7121 3.8387 -3.6804
H 1.3149 2.1753 -3.6223
H -0.2954 2.5104 -4.2516
H -0.1570 -3.6216 1.1837
H 0.1973 -4.8061 -0.0746
H 1.5096 -4.1639 0.8887
H 2.2311 -3.5938 -2.0217
H 2.8032 -1.7120 -3.8655
H 1.2292 -1.2113 -4.4776
H 2.2043 -0.0743 -3.5475
N -1.6730 -2.6196 4.1312
C -1.0396 -1.8448 3.2555
S -1.9817 -0.5121 2.5525
N 0.1845 -2.0600 2.9303
N 0.7492 -1.2198 2.0035
C 2.0498 -1.3048 2.0290
C 2.9761 -0.5160 1.2909
C 4.3577 -0.6897 1.4796
C 5.2545 0.1171 0.8127
C 4.7903 1.1085 -0.0513
C 3.4317 1.2842 -0.2713
C 2.5340 0.4728 0.3978
O 1.2124 0.5813 0.1856
H -2.6026 -2.3934 4.4422
H -1.1868 -3.3843 4.5765
H 2.4454 -2.0324 2.7319
H 4.7082 -1.4591 2.1572
H 6.3175 -0.0135 0.9620
H 5.4950 1.7559 -0.5561
H 3.0636 2.0495 -0.9430
N -0.5144 2.5797 4.1220
C 0.3007 1.7845 3.4334
N 1.4220 1.3591 4.0223
O 0.0274 1.4551 2.2424
H -0.3070 2.8801 5.0607
H -1.3752 2.9010 3.7193
H 1.6691 1.6437 4.9563
H 2.1022 0.8388 3.5020
```

## Properties
**Gap between HOMO and LUMO**: 5.607 eV
**Charge**: +3
**Molecular weight**: 734.32 g mol⁻¹

(2)
Molecular formula: C27H56N11O19
Method: DFT, ωB97M-V/def2-TZVPD

```
113
Properties=species:S:1:pos:R:3
C 2.6798 -1.3035 -0.4751
C 2.7234 -0.4192 -1.8059
C 1.9666 -1.0521 -3.0917
N 3.3466 0.7408 -1.9728
C 2.7000 1.8780 -1.2647
C 2.9853 1.9078 0.3424
C 2.5503 3.3443 0.9001
N 1.0723 3.4747 0.6430
C 0.6962 3.4455 -0.8119
C 1.1271 2.0584 -1.5567
C 0.7853 2.3177 -3.1248
C -0.3510 1.3507 -3.6952
C 0.0491 0.9526 -5.2297
O -1.6586 2.0066 -3.8053
C -2.6984 0.9769 -3.8858
C -3.1544 0.7288 -2.3490
C -3.9521 1.8824 -1.6826
C -4.3683 1.7069 -0.1895
C -3.9949 0.4217 0.6243
C -3.2285 -0.7018 -0.1202
C -2.7817 -0.5899 -1.6158
H 1.6383 -1.4047 -0.0214
H 3.4697 -0.9075 0.2637
H 3.0433 -2.3593 -0.7752
H 2.1342 -0.4472 -4.0410
H 2.4908 -2.0704 -3.2701
H 0.8785 -1.2981 -2.8610
H 3.2071 2.8393 -1.6698
H 2.2478 1.1438 0.8080
H 4.0479 1.5918 0.5971
H 2.7792 3.3607 2.0301
H 3.1763 4.1851 0.4436
H 0.5724 2.7633 1.2056
H 0.7937 4.4027 1.0148
H -0.4268 3.6317 -0.8926
H 1.2805 4.3056 -1.3154
H 0.5435 1.1661 -1.1211
H 1.7809 2.1478 -3.6823
H 0.5221 3.4188 -3.2859
H -0.4634 0.4329 -3.0261
H -0.5412 1.6411 -5.9459
H -0.2498 -0.1372 -5.4063
H 1.1591 1.0964 -5.4473
H -3.5537 1.3599 -4.5378
H -2.3182 -0.0152 -4.3007
H -4.2163 2.8296 -2.2533
H -4.9609 2.5698 0.2856
H -4.2763 0.3207 1.7239
H -2.9574 -1.6692 0.4148
H -2.2108 -1.4268 -2.1410
C 3.4039 2.2269 -7.3815
N 3.4448 0.8072 -7.8193
O 4.2677 0.5060 -8.6651
O 2.6467 0.0451 -7.2959
H 4.1633 2.7842 -7.9268
H 2.4089 2.6108 -7.6043
H 3.6052 2.2463 -6.3108
C -4.8196 3.4733 3.2947
N -4.9288 4.7870 2.6077
O -4.7204 5.7885 3.2739
O -5.2197 4.7665 1.4242
H -4.5565 3.6435 4.3371
H -5.7879 2.9802 3.2165
H -4.0422 2.9015 2.7884
C -6.7543 2.3067 -6.7636
N -6.5433 1.2254 -5.7659
O -6.9307 0.1086 -6.0600
O -5.9945 1.5384 -4.7201
H -7.2488 1.8862 -7.6372
H -7.3778 3.0678 -6.2961
H -5.7755 2.7049 -7.0284
C 6.1963 -4.1115 -1.6783
N 4.8415 -4.5960 -1.3047
O 4.0335 -4.7506 -2.2041
O 4.6372 -4.8042 -0.1184
H 6.2332 -3.9705 -2.7569
H 6.3625 -3.1679 -1.1597
H 6.9142 -4.8679 -1.3632
C 3.9697 -4.9874 3.0660
N 3.5498 -4.6836 4.4590
O 2.3548 -4.5689 4.6730
O 4.4364 -4.5706 5.2908
H 3.0826 -5.0587 2.4396
H 4.6131 -4.1742 2.7325
H 4.5067 -5.9349 3.0831
C -6.2524 8.6009 3.5489
N -6.3621 9.9124 2.8585
O -6.1545 10.9149 3.5222
O -6.6524 9.8884 1.6741
H -5.9900 8.7737 4.5911
H -7.2203 8.1070 3.4716
H -5.4752 8.0285 3.0456
C -0.6738 -3.1971 3.4764
N -1.3978 -2.7448 2.2597
O -0.8151 -1.9729 1.5112
O -2.5247 -3.1792 2.0953
H 0.3109 -2.7341 3.4929
H -1.2597 -2.8874 4.3409
H -0.5884 -4.2823 3.4247
C 0.2263 -8.3151 5.7156
N 0.1595 -7.0426 4.9506
O 0.8093 -6.9755 3.9156
O -0.5433 -6.1569 5.4163
H 0.8815 -9.0066 5.1895
H 0.6225 -8.0839 6.7037
H -0.7854 -8.7139 5.7784
C 4.8518 -4.6225 8.3600
N 5.0668 -5.7111 9.3488
O 4.6859 -6.8299 9.0429
O 5.6102 -5.4046 10.3967
H 4.3626 -5.0370 7.4825
H 4.2224 -3.8692 8.8326
H 5.8286 -4.2160 8.1009
```

## Properties
**Gap between HOMO and LUMO**: 7.473 eV
**Charge**: +1
**Molecular weight**: 838.80 g mol⁻¹

(3)
Molecular formula: C46H46ClN11O15P
Method: DFT, ωB97M-V/def2-TZVPD

```
120
Properties=species:S:1:pos:R:3
N -2.5501 5.9649 2.6228
N -3.0628 4.7282 3.1050
C -3.9104 3.9749 2.0941
C -4.5411 2.7409 2.7087
C -3.4905 1.8927 3.4248
N -2.5329 2.7056 4.2019
C -2.1061 3.8720 3.5506
N -0.8316 4.0529 3.3824
P 0.4796 2.9079 3.9220
O 1.5857 3.5311 2.9704
Cl -0.1045 1.2412 2.8600
H -3.3391 6.5874 2.5074
H -2.1553 5.8404 1.6885
H -3.2343 3.6664 1.2919
H -4.6442 4.6723 1.7096
H -5.0030 2.1674 1.9073
H -5.3399 3.0283 3.3899
H -3.9890 1.2366 4.1326
H -2.9556 1.2499 2.7323
H -2.9888 2.9769 5.0675
H -0.5178 4.9106 2.9468
H 1.3146 3.6539 2.0424
C -0.8642 1.9343 -3.9775
C 0.4184 2.4632 -3.8904
C 0.8634 3.0183 -2.7041
C 0.0013 3.0158 -1.6198
C -1.2816 2.4952 -1.6838
C -1.7167 1.9570 -2.8794
N 0.4684 3.5708 -0.3605
O 1.5808 4.0436 -0.2903
O -0.2637 3.5008 0.6337
H -1.2055 1.5017 -4.9079
H 1.0743 2.4450 -4.7488
H 1.8560 3.4362 -2.6218
H -1.9275 2.5108 -0.8199
H -2.7171 1.5550 -2.9480
C -3.1740 -1.1188 8.5899
C -4.4807 -1.2815 9.0332
C -5.5285 -1.3037 8.1272
C -5.2346 -1.1649 6.7848
C -3.9440 -1.0067 6.3210
C -2.9047 -0.9775 7.2351
N -6.3303 -1.1942 5.8004
O -7.4601 -1.3280 6.2096
O -6.0329 -1.0747 4.6233
H -2.3618 -1.1084 9.3036
H -4.6858 -1.3934 10.0883
H -6.5497 -1.4271 8.4542
H -3.7574 -0.9152 5.2618
H -1.8871 -0.8587 6.8908
C -5.3009 -5.6190 2.4353
C -5.5492 -4.7493 3.4893
C -4.5506 -4.4715 4.4071
C -3.3171 -5.0713 4.2425
C -3.0457 -5.9380 3.2018
C -4.0535 -6.2119 2.2928
N -2.2478 -4.7699 5.2098
O -2.5162 -4.0265 6.1332
O -1.1634 -5.2786 5.0298
H -6.0826 -5.8369 1.7216
H -6.5204 -4.2870 3.6006
H -4.7236 -3.8040 5.2373
H -2.0703 -6.3902 3.1089
H -3.8640 -6.8909 1.4734
C 3.6092 0.5226 1.8398
C 4.9063 0.0520 1.6846
C 5.5764 0.2374 0.4855
C 4.9263 0.9033 -0.5349
C 3.6373 1.3791 -0.4050
C 2.9774 1.1799 0.7935
N 5.6204 1.1142 -1.8143
O 6.7323 0.6484 -1.9445
O 5.0330 1.7289 -2.6831
H 3.0889 0.3708 2.7761
H 5.3980 -0.4648 2.4963
H 6.5822 -0.1281 0.3459
H 3.1601 1.8874 -1.2286
H 1.9634 1.5332 0.9056
C -9.2252 -1.0109 -4.3128
C -8.2490 -1.4066 -5.2175
C -6.9213 -1.0842 -4.9930
C -6.6015 -0.3702 -3.8537
C -7.5543 0.0363 -2.9389
C -8.8788 -0.2885 -3.1784
N -5.1919 -0.0318 -3.6084
O -4.3729 -0.3599 -4.4381
O -4.9154 0.5701 -2.5852
H -10.2605 -1.2660 -4.4929
H -8.5207 -1.9667 -6.1007
H -6.1497 -1.3810 -5.6867
H -7.2667 0.5945 -2.0615
H -9.6410 0.0216 -2.4775
C 9.7501 0.6203 -2.9582
C 11.0236 0.0943 -3.1353
C 11.6687 0.2173 -4.3554
C 11.0174 0.8736 -5.3807
C 9.7511 1.4046 -5.2318
C 9.1148 1.2722 -4.0082
N 11.7010 1.0186 -6.6807
O 12.8023 0.5254 -6.7930
O 11.1170 1.6214 -7.5560
H 9.2526 0.5185 -2.0047
H 11.5194 -0.4144 -2.3202
H 12.6572 -0.1871 -4.5100
H 9.2739 1.9089 -6.0580
H 8.1219 1.6752 -3.8727
C 6.5740 -1.9555 -4.6035
C 5.3874 -1.2447 -4.4766
C 4.1711 -1.8830 -4.6464
C 4.1681 -3.2326 -4.9394
C 5.3332 -3.9613 -5.0778
C 6.5450 -3.3100 -4.9083
N 2.8722 -3.9176 -5.1007
O 1.8649 -3.2477 -4.9889
O 2.8877 -5.1069 -5.3295
H 7.5209 -1.4501 -4.4631
H 5.4103 -0.1888 -4.2440
H 3.2400 -1.3459 -4.5515
H 5.2919 -5.0140 -5.3119
H 7.4677 -3.8635 -5.0121
```

## Properties
**Gap between HOMO and LUMO**: 7.474 eV
**Charge**: +1
**Molecular weight**: 1059.36 g mol⁻¹

Number 1: E_HOMO -16.9 eV. Number 2: E_HOMO -10.5 eV. Number 3: E_HOMO -11.1 eV.